Molecular formula: C4H9NS
Method: DFT, ωB97M-V/def2-TZVPD

Computed properties:
Net charge: 0
E_LUMO (alpha / beta) (eV): -0.50 / 0.76
Energy above the lowest of the compared OMol25 structures with the same formula, charge and spin (kJ/mol): 459.7
2S+1: 1

Cartesian coordinates (Å):
1 C 0.7955 2.4729 0.1927
2 C 0.8492 -1.0528 -0.3092
3 C -1.6092 -0.8286 0.3567
4 C -0.5121 -0.6376 -0.6477
5 N -0.2685 2.0120 -0.1094
6 S -3.0713 0.1483 -0.0395
7 H 1.1792 3.4843 0.3766
8 H 1.6251 1.6975 0.3889
9 H 1.4750 -0.7243 -1.1434
10 H 1.0595 -2.1386 -0.3391
11 H 1.0158 -0.6816 0.6964
12 H -1.8815 -1.9074 0.3840
13 H -1.1718 -0.4423 1.2421
14 H -0.9338 -0.6648 -1.5673
15 H -2.3300 1.2328 -0.0357